1.
Formula: C3H6N2O2
Source: the OMol25 dataset
Level of theory: ωB97M-V/def2-TZVPD

```
! wB97M-V def2-TZVPD RIJCOSX def2/J DEFGRID3
* xyz 0 1
C -0.098 0.243 1.234
N 1.673 -0.645 -0.889
C -1.375 1.347 -1.398
C -0.149 -0.540 2.267
O 0.426 -1.157 -0.408
O -0.155 1.302 0.670
N -1.277 0.293 -1.854
H 1.591 0.374 -0.879
H 1.757 -0.946 -1.860
H -0.333 -0.833 -1.043
H -1.600 2.363 -1.188
H 0.098 -1.581 2.138
H -0.558 -0.220 3.210
*
```

## Properties
Molecular weight: 102.09 g mol⁻¹
Total energy: -377.7570 Ha
Gap between HOMO and LUMO: 9.74 eV
ΔE to the lowest compared entry with this formula, charge and spin: 127.0 kcal per mole
Structure (SMILES): C=C=O.C#N.NO

***

2.
Formula: C24H30ClN5O2
Source: the OMol25 dataset
Level of theory: ωB97M-V/def2-TZVPD

```
! wB97M-V def2-TZVPD RIJCOSX def2/J DEFGRID3
* xyz 0 1
C -6.944 -3.408 -1.454
H -6.150 -3.817 -0.835
H -7.479 -4.238 -1.912
H -6.504 -2.810 -2.247
C -7.927 -2.579 -0.616
N -7.432 -1.423 0.092
C -7.027 -0.269 -0.674
C -5.533 -0.230 -1.022
N -4.748 -0.330 0.197
C -5.054 -1.583 0.866
C -6.548 -1.631 1.214
H -6.786 -2.585 1.688
H -6.745 -0.826 1.933
H -4.480 -1.639 1.792
H -4.773 -2.445 0.235
C -3.330 -0.167 -0.060
C -2.551 0.107 1.237
C -1.221 0.696 0.940
N -0.110 0.015 0.967
C 0.879 0.891 0.608
C 2.247 0.701 0.474
C 3.018 1.787 0.086
C 2.441 3.040 -0.162
C 1.083 3.240 -0.032
C 0.307 2.160 0.355
N -1.040 2.005 0.576
C -2.017 3.048 0.441
H -2.130 3.332 -0.609
H -1.700 3.927 1.006
H -2.979 2.710 0.820
H 0.649 4.209 -0.228
H 3.080 3.853 -0.462
N 4.399 1.573 -0.045
C 5.373 2.427 -0.413
O 5.246 3.595 -0.709
C 6.768 1.781 -0.436
O 6.708 0.422 -0.066
C 7.863 -0.304 -0.034
C 9.124 0.191 -0.343
C 10.230 -0.641 -0.276
C 10.080 -1.964 0.098
C 8.825 -2.469 0.408
C 7.725 -1.642 0.342
H 6.742 -2.015 0.579
H 8.715 -3.502 0.699
Cl 11.464 -2.997 0.180
H 11.208 -0.255 -0.516
H 9.265 1.218 -0.636
H 7.405 2.353 0.252
H 7.167 1.900 -1.452
H 4.705 0.630 0.164
H 2.687 -0.265 0.666
H -3.142 0.778 1.863
H -2.379 -0.820 1.781
H -2.892 -1.045 -0.566
H -3.217 0.689 -0.731
H -5.308 0.725 -1.505
H -5.278 -1.039 -1.729
H -7.621 -0.217 -1.589
H -7.247 0.616 -0.065
H -8.729 -2.225 -1.271
H -8.381 -3.235 0.135
*
```

## Properties
Molecular weight: 455.99 g mol⁻¹
Total energy: -1817.0181 Ha
Gap between HOMO and LUMO: 8.70 eV
ΔE to the lowest compared entry with this formula, charge and spin: 0.0 kcal per mole
Structure (SMILES): CCN1CCN(CCc2nc3cc(NC(=O)COc4ccc(Cl)cc4)ccc3n2C)CC1

***

3.
Formula: C11H27AlNO4S2
Source: the OMol25 dataset
Level of theory: ωB97M-V/def2-TZVPD

```
! wB97M-V def2-TZVPD RIJCOSX def2/J DEFGRID3
* xyz -1 1
C -3.676 4.157 -1.342
C -3.008 2.684 -1.698
O -3.993 1.693 -2.165
C -3.405 0.324 -2.197
C -3.874 -0.569 -0.877
O -3.320 0.000 0.361
C -2.527 -0.977 1.124
Al -0.519 -1.027 0.581
S 0.059 0.863 -0.571
C 0.589 -1.154 2.303
C 1.539 0.147 2.612
C 3.146 -0.098 2.268
C 3.711 1.018 1.156
C 5.063 0.386 0.447
N 4.596 -0.790 -0.408
S -0.287 -2.794 -0.851
C 1.400 -2.956 -1.649
O -1.305 -2.542 -2.030
O -0.733 -4.101 -0.140
H -4.778 4.031 -0.955
H -3.043 4.604 -0.440
H -3.600 4.921 -2.243
H -2.563 2.270 -0.680
H -2.134 2.874 -2.469
H -2.229 0.357 -2.266
H -3.813 -0.179 -3.192
H -5.062 -0.498 -0.852
H -3.605 -1.691 -1.074
H -2.532 -0.775 2.284
H -2.958 -2.073 0.972
H 0.274 1.964 0.279
H -0.189 -1.225 3.205
H 1.257 -2.129 2.391
H 1.500 0.360 3.784
H 1.144 1.124 2.095
H 3.828 0.074 3.230
H 3.343 -1.216 1.912
H 3.945 1.990 1.797
H 2.846 1.243 0.371
H 5.485 1.208 -0.282
H 5.871 0.012 1.206
H 4.779 -1.708 0.056
H 3.555 -0.699 -0.445
H 1.757 -4.077 -1.465
H 1.272 -2.865 -2.828
H 2.192 -2.162 -1.314
*
```

## Properties
Molecular weight: 328.46 g mol⁻¹
Total energy: -1829.7184 Ha
Gap between HOMO and LUMO: 7.82 eV

***

4.
Formula: C18H30Cl12FN2O3PS2
Source: the OMol25 dataset
Level of theory: ωB97M-V/def2-TZVPD

```
! wB97M-V def2-TZVPD RIJCOSX def2/J DEFGRID3
* xyz 0 1
N -0.043 -1.043 2.924
C 0.330 -0.511 1.961
C 0.737 0.339 0.832
F 0.723 1.629 1.281
C 2.162 0.056 0.407
C 2.523 -1.438 0.234
C 3.287 -2.030 1.443
C 2.549 -3.094 2.262
S 1.790 -4.353 1.251
O 2.532 -4.529 0.047
O 0.413 -4.048 1.069
Cl 1.918 -6.044 2.402
C -0.317 0.269 -0.302
S -1.874 1.093 0.314
C -0.722 -1.087 -0.626
N -0.910 -2.172 -1.000
P 0.193 1.293 -1.826
O -1.232 1.701 -2.500
Cl 1.116 -0.047 -3.113
H 2.411 0.569 -0.510
H 2.798 0.512 1.160
H 1.646 -2.005 -0.058
H 3.198 -1.484 -0.611
H 4.229 -2.458 1.130
H 3.515 -1.209 2.114
H 3.287 -3.605 2.874
H 1.848 -2.661 2.961
H -2.368 0.084 1.056
H -1.661 0.864 -2.775
Cl 0.331 7.316 -4.312
C -0.852 6.038 -4.704
C -0.700 4.828 -3.819
Cl 0.824 3.961 -4.145
H -0.731 5.779 -5.753
H -1.841 6.472 -4.568
H -1.522 4.126 -4.003
H -0.713 5.103 -2.766
Cl 3.373 2.702 -1.955
C 4.497 3.934 -1.329
C 4.527 5.160 -2.206
Cl 5.277 4.832 -3.788
H 5.481 3.482 -1.239
H 4.150 4.204 -0.332
H 5.121 5.937 -1.728
H 3.526 5.547 -2.382
Cl 1.550 -8.481 4.132
C 2.349 -9.115 5.593
C 2.009 -8.308 6.818
Cl 2.717 -6.673 6.762
H 3.420 -9.129 5.411
H 2.009 -10.141 5.722
H 2.410 -8.798 7.703
H 0.934 -8.203 6.939
Cl -4.566 -1.214 2.841
C -5.437 0.279 3.271
C -5.924 1.015 2.051
Cl -4.566 1.683 1.108
H -4.771 0.896 3.868
H -6.286 -0.010 3.889
H -6.553 1.852 2.348
H -6.501 0.366 1.396
Cl -3.737 4.300 -4.468
C -4.915 3.010 -4.835
C -4.762 1.830 -3.914
Cl -3.236 0.957 -4.199
H -4.787 2.729 -5.877
H -5.908 3.439 -4.714
H -5.571 1.122 -4.084
H -4.783 2.131 -2.869
*
```

## Properties
Molecular weight: 861.99 g mol⁻¹
Total energy: -7798.9893 Ha
Gap between HOMO and LUMO: 9.49 eV
Structure (SMILES): N#C[C@@](F)(CCCCS(=O)(=O)Cl)[C@](S)(C#N)P(O)Cl.ClCCCl.ClCCCl.ClCCCl.ClCCCl.ClCCCl

***

5.
Formula: C36H57NO21
Source: the OMol25 dataset
Level of theory: ωB97M-V/def2-TZVPD

```
! wB97M-V def2-TZVPD RIJCOSX def2/J DEFGRID3
* xyz 0 1
C -0.532 1.627 2.568
O -1.540 1.566 1.588
C -2.528 0.560 1.833
C -2.446 -0.548 0.768
C -2.010 -1.939 1.257
C -0.829 -1.947 2.236
C -0.747 -3.283 3.047
C -0.759 -3.015 4.523
O -0.624 -4.129 5.399
C -0.735 -3.583 6.655
O -1.389 -4.030 7.480
C 0.125 -2.298 6.657
C 0.188 -1.960 5.144
C 1.539 -1.650 4.521
C 2.468 -2.823 4.560
N 3.289 -2.958 5.488
H -0.920 1.778 3.577
H 0.091 2.485 2.332
H 0.132 0.763 2.539
H -3.484 1.074 1.761
H -2.473 0.158 2.845
H -1.756 -0.213 -0.003
H -3.419 -0.634 0.291
H -1.697 -2.503 0.392
H -2.844 -2.492 1.687
H -0.895 -1.156 2.971
H 0.080 -1.885 1.645
H 0.089 -3.893 2.717
H -1.625 -3.862 2.790
H -1.749 -2.568 4.705
H -0.522 -1.539 7.087
H 1.078 -2.396 7.150
H -0.393 -1.040 5.071
H 1.974 -0.807 5.049
H 1.410 -1.362 3.480
H 2.378 -3.562 3.761
H 3.840 -3.805 5.361
C 1.348 -3.821 -3.251
C 1.244 -4.013 -1.762
C 1.701 -5.359 -1.267
O 0.933 -5.511 -0.063
C -0.206 -4.795 -0.224
O -1.147 -4.852 0.505
O -0.130 -4.006 -1.323
H 0.956 -2.845 -3.537
H 2.385 -3.886 -3.576
H 0.759 -4.571 -3.783
H 1.765 -3.203 -1.242
H 2.767 -5.393 -1.053
H 1.443 -6.172 -1.943
C -2.353 5.206 3.215
C -1.568 5.769 4.373
C -0.830 7.046 4.068
O 0.257 6.991 5.005
C 0.504 5.679 5.259
O 1.453 5.270 5.845
O -0.486 4.898 4.746
H -2.818 4.260 3.497
H -3.134 5.899 2.901
H -1.702 4.999 2.365
H -2.216 5.887 5.247
H -1.431 7.933 4.229
H -0.418 7.071 3.058
C 5.555 -1.140 -7.501
C 4.748 -1.894 -6.475
C 3.587 -1.127 -5.892
O 3.440 -1.743 -4.604
C 4.662 -2.217 -4.245
O 4.933 -2.620 -3.159
O 5.523 -2.168 -5.292
H 6.401 -1.743 -7.834
H 4.942 -0.888 -8.365
H 5.964 -0.222 -7.075
H 4.420 -2.852 -6.887
H 2.675 -1.232 -6.476
H 3.799 -0.067 -5.744
C 0.642 3.839 -8.387
C 1.335 2.555 -8.005
C 2.752 2.724 -7.520
O 3.336 1.456 -7.853
C 2.646 0.968 -8.921
O 2.982 0.026 -9.564
O 1.529 1.703 -9.148
H -0.357 3.633 -8.771
H 0.553 4.500 -7.525
H 1.188 4.356 -9.177
H 0.732 2.003 -7.278
H 2.815 2.909 -6.450
H 3.298 3.506 -8.054
C -2.574 -10.409 -0.821
C -1.375 -9.788 -1.493
C -0.540 -8.906 -0.599
O 0.050 -8.003 -1.544
C -0.802 -7.911 -2.599
O -0.706 -7.105 -3.468
O -1.770 -8.858 -2.518
H -3.153 -10.991 -1.538
H -2.263 -11.067 -0.009
H -3.237 -9.641 -0.423
H -0.764 -10.563 -1.965
H 0.228 -9.454 -0.058
H -1.134 -8.324 0.109
C -4.860 12.435 2.940
C -4.157 11.161 3.336
C -2.752 11.352 3.850
O -2.146 10.093 3.529
C -2.803 9.591 2.449
O -2.442 8.656 1.809
O -3.927 10.311 2.199
H -5.848 12.214 2.535
H -4.976 13.095 3.799
H -4.306 12.959 2.160
H -4.766 10.601 4.052
H -2.711 11.537 4.921
H -2.208 12.140 3.326
*
```

## Properties
Molecular weight: 839.84 g mol⁻¹
Total energy: -3040.8132 Ha
Gap between HOMO and LUMO: 9.80 eV
Structure (SMILES): [H]/N=C/C[C@@H]1CC(=O)O[C@@H]1CCCCCOC.C[C@@H]1COC(=O)O1.C[C@@H]1COC(=O)O1.C[C@@H]1COC(=O)O1.C[C@@H]1COC(=O)O1.C[C@@H]1COC(=O)O1.C[C@@H]1COC(=O)O1

***

6.
Formula: C21H31N3O4
Source: the OMol25 dataset
Level of theory: ωB97M-V/def2-TZVPD

```
! wB97M-V def2-TZVPD RIJCOSX def2/J DEFGRID3
* xyz 0 1
C -0.415 -0.324 4.070
H -1.173 0.358 3.686
O 0.180 -0.909 2.941
C 1.216 -1.772 3.121
C 1.691 -2.180 4.361
C 2.759 -3.060 4.447
C 3.364 -3.539 3.303
C 2.889 -3.137 2.065
C 1.824 -2.261 1.952
C 1.299 -1.824 0.615
N -0.050 -2.339 0.414
C -0.056 -3.772 0.228
C -1.482 -4.262 0.430
N -2.334 -3.562 -0.498
C -2.085 -2.350 -1.015
O -2.871 -1.829 -1.789
C -0.778 -1.654 -0.637
C -1.105 -0.204 -0.203
C -0.181 0.813 -0.853
O 0.842 1.178 -0.292
N -0.512 1.268 -2.082
C -1.734 0.953 -2.786
H -2.060 -0.068 -2.599
H -1.555 1.064 -3.855
H -2.543 1.632 -2.501
C 0.338 2.268 -2.697
H 0.546 1.969 -3.730
C -0.280 3.672 -2.684
C -0.565 4.146 -1.257
C -1.086 5.583 -1.287
O -0.187 6.463 -1.922
C 0.064 6.082 -3.253
C 0.664 4.678 -3.344
H 0.834 4.422 -4.391
H 1.623 4.668 -2.824
H 0.755 6.829 -3.650
H -0.873 6.120 -3.834
H -1.216 5.972 -0.275
H -2.059 5.612 -1.806
H 0.355 4.105 -0.674
H -1.303 3.504 -0.774
H -1.221 3.655 -3.247
H 1.274 2.279 -2.134
H -2.147 0.024 -0.423
H -0.947 -0.151 0.875
H -0.188 -1.626 -1.579
H -3.225 -3.969 -0.743
H -1.557 -5.337 0.245
H -1.790 -4.056 1.462
H 0.599 -4.223 0.974
H 0.299 -4.066 -0.779
H 1.263 -0.735 0.595
H 1.979 -2.165 -0.186
H 3.361 -3.505 1.164
H 4.198 -4.221 3.370
H 3.115 -3.364 5.420
H 1.241 -1.816 5.271
H -0.896 -1.073 4.709
H 0.310 0.245 4.661
*
```

## Properties
Molecular weight: 389.50 g mol⁻¹
Total energy: -1284.0541 Ha
Gap between HOMO and LUMO: 9.19 eV
ΔE to the lowest compared entry with this formula, charge and spin: 43.3 kcal per mole
Structure (SMILES): COc1ccccc1CN1CCNC(=O)[C@H]1CC(=O)N(C)CC1CCOCC1

***

7.
Formula: C19H37F3N5O4PtSSi3
Source: the OMol25 dataset
Level of theory: ωB97M-V/def2-TZVPD

```
! wB97M-V def2-TZVPD RIJCOSX def2/J DEFGRID3
* xyz -1 1
Pt -0.703 -0.284 0.271
C -1.379 0.029 3.721
O -0.504 0.101 2.595
Si 1.137 -0.187 2.581
C 1.571 -1.684 3.601
C 2.029 1.199 3.456
C 1.351 -0.277 0.775
Si 1.889 1.330 0.008
C 1.859 1.390 -1.864
C 3.676 1.707 0.469
C 0.789 2.741 0.586
Si 1.969 -1.869 0.069
C 0.909 -3.357 0.461
C 2.250 -1.780 -1.784
C 3.684 -2.326 0.736
H -1.195 0.870 4.398
H -1.231 -0.907 4.267
H -2.404 0.060 3.367
H 1.281 -1.514 4.645
H 2.653 -1.857 3.577
H 1.069 -2.591 3.257
H 1.646 1.284 4.481
H 1.907 2.170 2.968
H 3.102 0.979 3.519
H 2.707 0.865 -2.314
H 1.897 2.443 -2.171
H 0.933 0.956 -2.257
H 4.316 0.831 0.304
H 3.780 2.009 1.515
H 4.054 2.524 -0.159
H 0.074 3.010 -0.200
H 1.387 3.631 0.821
H 0.204 2.480 1.477
H -0.121 -3.248 0.126
H 0.869 -3.537 1.538
H 1.341 -4.247 -0.016
H 1.449 -1.260 -2.309
H 2.316 -2.802 -2.182
H 3.195 -1.267 -2.002
H 3.614 -2.856 1.693
H 4.312 -1.438 0.886
H 4.201 -2.987 0.027
F -3.985 -4.187 2.453
C -4.200 -3.277 1.474
F -3.882 -3.867 0.309
F -5.516 -3.028 1.446
C -3.349 -2.006 1.740
O -3.927 -1.106 2.371
O -2.174 -2.093 1.316
N -3.167 1.885 1.460
C -2.773 2.137 0.199
O -2.281 1.216 -0.523
C -2.893 3.462 -0.305
C -3.467 4.491 0.495
N -3.955 5.316 1.144
C -2.410 3.783 -1.601
N -2.008 4.053 -2.653
H -3.621 2.620 1.977
H -3.329 0.927 1.763
C -0.286 -0.991 -5.491
N -0.533 -1.357 -4.101
C -1.029 -0.664 -3.055
S -1.392 -1.602 -1.653
N -1.278 0.639 -3.056
C -0.979 1.648 -4.072
H 0.170 -1.855 -5.970
H 0.401 -0.158 -5.582
H -1.206 -0.758 -6.027
H -0.399 -2.324 -3.859
H -1.682 0.977 -2.184
H 0.094 1.775 -4.204
H -1.387 2.590 -3.720
H -1.442 1.414 -5.025
*
```

## Properties
Molecular weight: 767.93 g mol⁻¹
Total energy: -3006.7570 Ha
Gap between HOMO and LUMO (alpha / beta): 6.79 / 6.79 eV
ΔE to the lowest compared entry with this formula, charge and spin: 39.8 kcal per mole

***

8.
Formula: C5H15N2
Source: the OMol25 dataset
Level of theory: ωB97M-V/def2-TZVPD

```
! wB97M-V def2-TZVPD RIJCOSX def2/J DEFGRID3
* xyz 1 1
C -2.429 1.141 0.020
C -1.323 2.184 -0.067
C 0.891 1.144 -0.018
N -0.109 1.609 -0.671
H -2.689 0.810 -0.984
H -2.128 0.292 0.630
H -3.300 1.586 0.494
H -1.636 3.002 -0.712
H -1.041 2.581 0.902
H 1.730 0.700 -0.515
H 0.930 1.331 1.046
H -0.166 1.362 -1.652
C 1.070 -1.687 -1.061
N 0.659 -1.208 0.261
C 1.419 -1.881 1.320
H 2.144 -1.526 -1.178
H 0.855 -2.748 -1.205
H 0.579 -1.123 -1.848
H -0.320 -1.426 0.399
H 1.562 -2.945 1.126
H 0.904 -1.786 2.278
H 2.396 -1.411 1.434
*
```

## Properties
Molecular weight: 103.19 g mol⁻¹
Total energy: -308.7438 Ha
Gap between HOMO and LUMO: 9.96 eV
ΔE to the lowest compared entry with this formula, charge and spin: 30.6 kcal per mole